Here is a cluster of 2 separate species, C22H25N3O4 in total at a distorted geometry from the OMol25 dataset. Energies are from ωB97M-V/def2-TZVPD.

Last column: Löwdin charge in e.
Positions of all 54 atoms, in Å:
C1 2.799 4.960 0.255  -0.0659
N1 2.395 4.395 -1.032  0.0345
C2 2.039 3.145 -1.366  -0.4346
O1 1.903 2.919 -2.562  0.0379
C3 1.794 1.999 -0.345  -0.1664
C4 0.659 1.053 -0.786  -0.1034
C5 0.609 -0.234 0.016  -0.2225
C6 -0.177 -0.327 1.182  -0.0361
C7 -0.165 -1.509 1.948  -0.0222
C8 0.617 -2.609 1.531  -0.3256
O2 0.625 -3.755 2.259  0.0439
C9 1.386 -2.522 0.354  -0.0008
C10 1.387 -1.333 -0.398  -0.0152
N2 1.543 2.384 1.053  0.0945
C11 2.440 2.294 2.034  -0.5750
C12 1.934 2.571 3.429  0.0084
O3 3.619 2.027 1.854  0.0443
H1 3.153 5.982 0.110  0.0857
H2 1.955 4.983 0.945  0.0728
H3 3.615 4.373 0.681  0.0807
H4 2.483 5.000 -1.834  0.1391
H5 2.711 1.409 -0.367  0.1580
H6 0.795 0.784 -1.835  0.1135
H7 -0.299 1.570 -0.707  0.1205
H8 -0.793 0.507 1.485  0.1067
H9 -0.768 -1.581 2.839  0.1077
H10 0.224 -3.635 3.119  0.1008
H11 1.976 -3.370 0.041  0.1147
H12 1.985 -1.261 -1.295  0.1200
H13 0.598 2.617 1.302  0.1432
H14 1.513 3.573 3.473  0.0787
H15 1.175 1.834 3.686  0.0770
H16 2.767 2.491 4.126  0.0872
C13 -3.144 -3.311 0.937  -0.0286
C14 -2.987 -2.191 -0.063  -0.1914
C15 -3.699 -1.005 0.109  0.0417
C16 -3.558 0.015 -0.817  -0.3981
O4 -4.215 1.177 -0.711  0.0758
N3 -2.776 -0.042 -1.883  0.1684
C17 -2.075 -1.172 -2.071  -0.2461
C18 -1.245 -1.235 -3.192  -0.0168
C19 -0.480 -2.374 -3.459  -0.0733
C20 -0.550 -3.469 -2.595  -0.0876
C21 -1.377 -3.426 -1.468  -0.0201
C22 -2.149 -2.281 -1.189  -0.1355
H17 -3.558 -4.196 0.446  0.0922
H18 -2.176 -3.573 1.372  0.0685
H19 -3.818 -3.022 1.748  0.0822
H20 -4.370 -0.851 0.944  0.1214
H21 -3.937 1.645 -1.514  0.1148
H22 -1.199 -0.374 -3.850  0.1135
H23 0.167 -2.405 -4.331  0.1034
H24 0.045 -4.355 -2.795  0.1017
H25 -1.399 -4.292 -0.814  0.1122

Cartesian forces (eV/Å) of the 6 atoms listed first:
-0.023 -0.385 -0.043
0.269 0.978 1.089
-0.483 -0.397 -0.879
-0.185 -0.694 0.201
0.018 0.016 0.381
-0.037 -0.209 -0.211

Results
Energy above the lowest of the compared OMol25 structures with the same formula, charge and spin in eV: 0.4994
SMILES: CNC(=O)[C@H](Cc1ccc(O)cc1)NC(C)=O.Cc1cc(O)nc2ccccc12
Multiplicity: 1
Net charge: 0
E in Ha: -1318.62922

---

Here is a structure of composition C3H6N2O from the OMol25 dataset. Energies are from ωB97M-V/def2-TZVPD.

Last column: Löwdin charge in e.
Positions of all 12 atoms, in Å:
C1 -1.510 0.160 -0.357  -0.1944
N1 -0.726 0.484 0.700  -0.0006
C2 1.253 -0.052 0.520  -0.2012
N2 1.794 -0.028 1.630  0.1545
C3 1.287 -0.218 -0.855  -0.2318
O1 0.431 -0.979 -1.447  -0.0503
H1 -1.768 0.985 -1.031  0.0880
H2 -2.286 -0.608 -0.238  0.0957
H3 -0.648 -0.543 -1.159  0.0681
H4 -0.816 -0.290 1.367  0.0695
H5 1.231 0.502 2.304  0.0733
H6 1.758 0.588 -1.435  0.1294

Cartesian forces (eV/Å) of the 6 atoms listed first:
-0.124 0.351 0.274
-0.218 -0.439 -0.394
0.338 0.038 0.118
-0.430 0.112 -0.615
-0.063 0.137 0.201
-0.153 0.025 0.130

Results
Energy above the lowest of the compared OMol25 structures with the same formula, charge and spin in eV: 5.1435
Multiplicity: 1
Net charge: 0
E in Ha: -302.50408

---

Here is an isolated molecule of C5H11NO at a distorted geometry from the OMol25 dataset. Energies are from ωB97M-V/def2-TZVPD.

Last column: Löwdin charge in e.
Positions of all 18 atoms, in Å:
C1 0.511 -1.067 2.357  -0.0099
C2 -0.292 -0.118 1.920  -0.1766
C3 -0.797 0.127 0.482  -0.1625
C4 0.292 -0.306 -0.573  -0.3525
N1 1.337 0.785 -0.545  0.0301
C5 -0.355 -0.120 -1.937  -0.2126
O1 -0.841 1.262 -1.978  -0.1120
H1 0.656 -1.388 3.384  0.0543
H2 1.121 -1.640 1.651  0.0515
H3 -1.055 0.298 2.570  0.0902
H4 -1.057 1.182 0.498  0.1042
H5 -1.622 -0.545 0.202  0.1190
H6 0.762 -1.275 -0.386  0.1288
H7 1.999 0.439 0.160  0.0675
H8 0.883 1.606 -0.168  0.0607
H9 0.350 -0.310 -2.759  0.1194
H10 -1.356 -0.565 -2.063  0.1158
H11 -0.535 1.635 -2.816  0.0848

Cartesian forces (eV/Å) of the 6 atoms listed first:
1.058 -0.588 -0.418
-2.648 -0.868 -0.595
2.201 -2.111 0.413
-0.748 3.522 0.004
0.775 -1.828 0.572
-1.386 0.690 -0.286

Results
Energy above the lowest of the compared OMol25 structures with the same formula, charge and spin in eV: 2.6878
SMILES: C=CC[C@H](N)CO
Multiplicity: 1
Net charge: 0
E in Ha: -327.03257

---

Here is a cluster of 2 separate species, C31H37O2S in total at a distorted geometry from the OMol25 dataset. Energies are from ωB97M-V/def2-TZVPD.

Last column: Löwdin charge in e.
Positions of all 71 atoms, in Å:
C1 7.385 3.347 0.167  -0.0711
O1 7.290 1.900 0.166  -0.0923
C2 6.040 1.370 0.165  -0.2697
C3 5.931 -0.047 0.160  -0.0044
C4 4.689 -0.629 0.158  -0.0177
C5 3.498 0.154 0.162  -0.2150
C6 2.221 -0.476 0.167  0.0032
C7 1.025 0.222 0.169  -0.0818
C8 -0.244 -0.340 0.183  0.0208
C9 -1.427 0.447 0.179  -0.1896
C10 -2.716 -0.160 0.178  0.0348
C11 -3.880 0.559 0.170  -0.0715
C12 -5.261 -0.123 0.168  -0.5563
C13 -6.037 0.292 1.421  -0.0505
C14 -5.128 -1.644 0.168  -0.0732
C15 -6.035 0.292 -1.086  -0.0514
C16 -3.815 2.035 0.167  -0.2759
O2 -4.859 2.734 0.162  -0.0132
C17 -2.493 2.671 0.169  -0.0708
C18 -2.383 4.213 0.168  -0.5509
C19 -3.057 4.773 -1.088  -0.0505
C20 -0.926 4.679 0.168  -0.0817
C21 -3.058 4.774 1.423  -0.0501
C22 -1.383 1.873 0.175  0.0250
C23 3.634 1.574 0.165  -0.0141
C24 4.876 2.178 0.167  -0.0262
H1 8.460 3.533 0.167  0.0882
H2 6.917 3.783 -0.732  0.0948
H3 6.917 3.782 1.067  0.0948
H4 6.846 -0.636 0.159  0.1177
H5 4.584 -1.714 0.153  0.1221
H6 2.173 -1.566 0.172  0.1263
H7 1.093 1.306 0.156  0.0761
H8 -0.341 -1.429 0.200  0.0687
H9 -2.736 -1.252 0.184  0.1149
H10 -6.192 1.373 1.414  0.0723
H11 -7.006 -0.218 1.456  0.0816
H12 -5.458 0.022 2.311  0.0900
H13 -4.594 -1.986 -0.725  0.0898
H14 -4.597 -1.988 1.062  0.0908
H15 -6.124 -2.104 0.166  0.0839
H16 -5.455 0.023 -1.975  0.0892
H17 -7.004 -0.218 -1.122  0.0814
H18 -6.190 1.373 -1.079  0.0720
H19 -4.116 4.506 -1.086  0.0749
H20 -2.951 5.863 -1.125  0.0813
H21 -2.583 4.339 -1.975  0.0892
H22 -0.405 4.325 1.064  0.0853
H23 -0.405 4.323 -0.728  0.0853
H24 -0.881 5.775 0.166  0.0830
H25 -2.584 4.342 2.311  0.0895
H26 -2.952 5.865 1.459  0.0813
H27 -4.117 4.507 1.421  0.0752
H28 -0.413 2.355 0.180  0.0797
H29 2.767 2.233 0.167  0.1044
H30 4.953 3.268 0.170  0.0988
C25 4.345 -7.059 -1.562  -0.0976
C26 3.159 -6.380 -0.949  -0.3309
C27 3.203 -5.970 0.393  -0.0958
C28 2.123 -5.339 0.985  -0.1605
C29 0.942 -5.078 0.228  -0.8886
S1 -0.343 -4.270 0.902  0.3929
C30 0.896 -5.515 -1.129  -0.1580
C31 1.991 -6.144 -1.695  -0.0909
H31 4.146 -7.310 -2.605  0.0611
H32 5.236 -6.422 -1.526  0.0661
H33 4.600 -7.982 -1.030  0.0672
H34 4.110 -6.160 0.970  0.0973
H35 2.151 -5.025 2.027  0.0775
H36 -0.012 -5.333 -1.699  0.0784
H37 1.961 -6.466 -2.737  0.0935

Cartesian forces (eV/Å) of the 6 atoms listed first:
0.018 -0.754 0.002
-0.039 0.861 -0.001
-0.798 -0.206 -0.002
0.500 1.216 0.002
-1.138 0.292 0.006
1.586 1.147 -0.017

Results
Multiplicity: 1
Net charge: -1
E in Ha: -1752.14535

---

Here is a structure of composition C42H36N3O7TeY at a distorted geometry from the OMol25 dataset. Energies are from ωB97M-V/def2-TZVPD.

Last column: Löwdin charge in e.
Positions of all 90 atoms, in Å:
Y1 1.429 -0.227 0.746  1.5159
C1 -0.821 -2.424 1.983  -0.0428
O1 -0.689 -1.092 1.497  -0.2195
C2 -1.634 -0.134 1.844  -0.2212
C3 -2.873 -0.481 2.335  -0.0407
C4 -3.815 0.505 2.616  -0.1129
C5 -3.486 1.831 2.398  -0.1103
C6 -2.236 2.181 1.916  -0.0309
C7 -1.261 1.214 1.626  -0.2257
N1 0.004 1.512 1.142  -0.1138
N2 0.204 2.827 0.976  0.0433
C8 1.394 3.316 0.526  -0.1561
C9 2.620 2.641 0.247  -0.3365
O2 2.809 1.349 0.421  -0.2526
C10 3.718 3.377 -0.268  -0.0347
C11 3.671 4.719 -0.497  -0.0543
C12 2.489 5.444 -0.206  -0.1902
C13 2.426 6.840 -0.419  -0.0598
C14 1.292 7.551 -0.135  -0.1144
C15 0.174 6.874 0.378  -0.1043
C16 0.209 5.521 0.590  -0.0342
C17 1.365 4.754 0.307  -0.0983
H1 -0.922 -2.418 3.069  0.1108
H2 0.096 -2.941 1.707  0.0936
H3 -1.678 -2.913 1.516  0.0936
H4 -3.118 -1.524 2.485  0.1034
H5 -4.788 0.228 3.002  0.0905
H6 -4.205 2.613 2.612  0.0946
H7 -1.975 3.216 1.757  0.0843
H8 4.617 2.804 -0.464  0.1143
H9 4.530 5.249 -0.891  0.1021
H10 3.306 7.337 -0.813  0.1021
H11 1.255 8.620 -0.300  0.0898
H12 -0.729 7.428 0.610  0.0914
H13 -0.654 5.008 0.984  0.0843
O3 3.788 -2.389 3.518  0.0573
C18 3.235 -1.782 2.622  -0.5902
O4 2.216 -0.996 2.729  -0.1449
C19 3.729 -1.946 1.136  -0.5905
O5 2.727 -2.154 0.321  -0.2585
O6 4.886 -1.822 0.788  0.0583
C20 6.134 -6.439 -3.301  -0.0525
C21 5.361 -5.186 -3.008  -0.2653
C22 4.048 -5.238 -2.580  -0.0108
C23 3.293 -4.102 -2.278  -0.2455
C24 1.904 -4.343 -1.771  -0.0356
C25 3.912 -2.857 -2.445  -0.2862
Te1 3.177 -0.875 -2.119  1.9336
N3 1.251 -0.517 -1.647  -0.2864
C26 0.368 -1.266 -2.321  -0.6138
O7 0.615 -2.129 -3.165  -0.0232
C27 -1.063 -0.960 -1.949  -0.1544
C28 -1.486 0.329 -1.643  -0.0367
C29 -2.812 0.563 -1.307  -0.0739
C30 -3.711 -0.490 -1.248  -0.0895
C31 -3.290 -1.779 -1.545  -0.0851
C32 -1.974 -2.013 -1.909  -0.0290
C33 2.899 -0.433 -4.170  -0.3602
C34 2.855 -1.437 -5.130  -0.1069
C35 2.712 -1.106 -6.465  -0.0810
C36 2.607 0.228 -6.835  -0.0856
C37 2.639 1.222 -5.873  -0.0517
C38 2.788 0.915 -4.519  -0.2978
C39 2.835 2.023 -3.503  -0.0675
C40 5.256 -2.774 -2.854  -0.3058
C41 5.998 -1.468 -2.965  -0.0976
C42 5.954 -3.939 -3.134  -0.0151
H14 5.499 -7.320 -3.218  0.0712
H15 6.964 -6.556 -2.602  0.0820
H16 6.555 -6.417 -4.308  0.0779
H17 3.574 -6.206 -2.461  0.1123
H18 1.617 -5.375 -1.975  0.0791
H19 1.184 -3.683 -2.241  0.0449
H20 1.879 -4.170 -0.699  0.0760
H21 -0.779 1.149 -1.664  0.1105
H22 -3.132 1.567 -1.061  0.1081
H23 -4.738 -0.307 -0.959  0.1010
H24 -3.993 -2.603 -1.499  0.0978
H25 -1.631 -3.006 -2.172  0.1142
H26 2.912 -2.474 -4.826  0.1035
H27 2.667 -1.888 -7.212  0.1012
H28 2.487 0.496 -7.877  0.0992
H29 2.541 2.261 -6.165  0.1095
H30 2.304 2.901 -3.870  0.0880
H31 3.864 2.327 -3.292  0.0899
H32 2.376 1.751 -2.551  0.0339
H33 6.026 -0.947 -2.004  0.0694
H34 5.564 -0.799 -3.713  0.0638
H35 7.028 -1.658 -3.262  0.0805
H36 6.991 -3.864 -3.445  0.1173

Cartesian forces (eV/Å) of the 6 atoms listed first:
0.269 -0.458 0.742
-0.046 0.003 0.012
0.398 0.307 -0.165
-0.151 0.209 -0.006
0.029 -0.047 -0.040
-0.048 -0.030 0.026

Results
<S²>: 0.795
Multiplicity: 2
Net charge: -1
E in Ha: -2619.63239